Here is a structure of composition C21H20AsAuPS4 at a distorted geometry from the Open Molecules 2025 dataset. Energies are from wB97M-V/def2-TZVPD.

total charge = -1
E = -139264.6360 eV
HOMO-LUMO gap (spin up / spin down) = 0.14216 / 0.14172 Ha

Geometry (Å):
1 Au 1.360 1.704 1.833
2 C 1.004 -2.398 2.063
3 C -0.172 -2.683 1.186
4 C -0.782 -3.928 1.184
5 C -1.865 -4.187 0.360
6 C -2.362 -3.192 -0.464
7 C -1.772 -1.941 -0.467
8 C -0.666 -1.684 0.336
9 P 0.175 -0.055 0.400
10 C -0.885 0.939 -0.686
11 C -0.527 1.240 -1.996
12 C -1.362 2.010 -2.784
13 C -2.537 2.516 -2.254
14 C -2.882 2.242 -0.943
15 C -2.075 1.444 -0.146
16 C -2.465 1.113 1.255
17 C 1.624 -0.403 -0.635
18 C 1.623 -1.488 -1.508
19 C 2.733 -1.786 -2.271
20 C 3.877 -1.014 -2.134
21 C 3.887 0.055 -1.260
22 C 2.758 0.411 -0.518
23 C 2.790 1.629 0.322
24 H 1.182 -3.216 2.759
25 H 0.837 -1.477 2.626
26 H 1.901 -2.254 1.457
27 H -0.407 -4.703 1.838
28 H -2.322 -5.166 0.359
29 H -3.205 -3.387 -1.114
30 H -2.162 -1.163 -1.108
31 H 0.409 0.876 -2.396
32 H -1.094 2.210 -3.812
33 H -3.185 3.125 -2.868
34 H -3.789 2.655 -0.527
35 H -3.304 1.723 1.586
36 H -1.630 1.291 1.938
37 H -2.735 0.059 1.345
38 H 0.741 -2.106 -1.589
39 H 2.707 -2.616 -2.963
40 H 4.758 -1.248 -2.716
41 H 4.788 0.645 -1.159
42 H 2.566 2.496 -0.304
43 H 3.794 1.775 0.728
44 S 0.951 5.384 4.029
45 As -0.297 3.993 3.018
46 S 0.041 1.985 3.806
47 S 0.267 3.931 0.920
48 S -2.290 4.645 3.273


Here is an isolated molecule of C4H12N2 from the Open Molecules 2025 dataset. Energies are from wB97M-V/def2-TZVPD.

SMILES string = CCCNCN
E = -7322.6535 eV
HOMO-LUMO gap = 0.36746 Ha

Geometry (Å):
1 C 0.116 2.255 -0.795
2 C -0.358 0.992 -1.537
3 C -0.797 -0.104 -0.585
4 N 0.297 -0.515 0.300
5 C -0.079 -1.592 1.202
6 N 0.942 -1.942 2.170
7 H -0.690 2.644 -0.192
8 H 0.959 2.005 -0.152
9 H 0.423 3.023 -1.494
10 H 0.454 0.615 -2.162
11 H -1.213 1.251 -2.165
12 H -1.644 0.223 0.023
13 H -1.152 -0.983 -1.154
14 H 1.092 -0.722 -0.297
15 H -0.321 -2.508 0.646
16 H -0.960 -1.250 1.741
17 H 1.782 -2.255 1.699
18 H 1.150 -1.138 2.750


Here is a structure of composition C4H5N4S at a distorted geometry from the Open Molecules 2025 dataset. Energies are from wB97M-V/def2-TZVPD.

total charge = +1
E = -21012.4140 eV
HOMO-LUMO gap = 0.32521 Ha

Geometry (Å):
1 C 1.347 0.971 0.925
2 C 2.001 -1.018 -2.612
3 C 2.681 0.417 -0.626
4 C -1.011 0.140 0.549
5 N 2.520 1.077 0.413
6 N 0.940 -0.900 -1.905
7 N 0.412 0.285 0.157
8 N 0.866 -0.133 -0.918
9 S 3.427 -0.077 -2.057
10 H 0.844 1.304 1.816
11 H 2.075 -1.496 -3.605
12 H -1.665 -0.125 -0.268
13 H -0.829 -0.807 1.187
14 H -1.189 1.038 1.130


Here is a cluster of 2 separate species, C7H10N2O4 in total from the Open Molecules 2025 dataset. Energies are from wB97M-V/def2-TZVPD.

E = -18585.6257 eV
HOMO-LUMO gap = 0.18565 Ha

Geometry (Å):
1 O -1.069 4.302 -0.579
2 O -1.084 3.700 -1.871
3 C 0.032 2.839 -1.966
4 C -0.207 1.536 -1.248
5 C -0.024 1.365 0.124
6 C -0.325 0.141 0.647
7 C -0.798 -0.878 -0.204
8 N -0.937 -0.712 -1.502
9 N -0.629 0.495 -1.954
10 H -1.706 3.767 -0.080
11 H 0.926 3.322 -1.568
12 H 0.187 2.682 -3.036
13 H 0.346 2.184 0.724
14 H -0.213 -0.104 1.696
15 H -1.025 -1.843 0.268
16 H -0.747 0.596 -2.957
17 C 1.596 -3.139 2.216
18 C 0.289 -3.613 1.548
19 O -0.719 -2.844 1.673
20 O 0.336 -4.687 0.942
21 H 1.468 -2.184 2.727
22 H 1.927 -3.884 2.940
23 H 2.377 -3.042 1.459


Here is a cluster of 3 separate species, C3H12NO2S in total from the Open Molecules 2025 dataset. Energies are from wB97M-V/def2-TZVPD.

total charge = -1
E = -19727.2295 eV
HOMO-LUMO gap = 0.25107 Ha

Geometry (Å):
1 C 2.527 -0.210 1.009
2 C 1.579 0.222 -0.101
3 C 0.460 -0.825 -0.323
4 S -0.650 -1.104 1.073
5 N 1.022 1.545 0.215
6 H 3.507 0.269 0.969
7 H 2.475 -1.294 1.130
8 H 2.094 0.089 1.974
9 H 2.056 0.371 -1.075
10 H -0.047 -0.475 -1.230
11 H 0.938 -1.767 -0.630
12 H 0.139 1.626 -0.267
13 H 0.801 1.633 1.200
14 H -2.664 0.453 0.393
15 H -3.478 -0.596 1.029
16 O -3.552 0.331 0.769
17 H -1.994 -0.581 -2.546
18 H -2.840 0.076 -1.377
19 O -2.372 0.237 -2.211


Here is a cluster of 2 separate species, CH2F2N2 in total at a distorted geometry from the Open Molecules 2025 dataset. Energies are from wB97M-V/def2-TZVPD.

E = -9480.0506 eV
HOMO-LUMO gap = 0.38475 Ha

Geometry (Å):
1 C 0.606 0.044 0.136
2 N 0.874 -1.124 0.273
3 N -1.296 0.715 0.058
4 F 1.280 1.172 0.085
5 F -2.021 -0.449 -0.036
6 H 1.836 -1.426 0.393
7 H -1.279 1.067 -0.908


Here is an isolated molecule of C24H26N2O5S2 at a distorted geometry from the Open Molecules 2025 dataset. Energies are from wB97M-V/def2-TZVPD.

SMILES string = COc1ccc(/C=C2\SC(=S)N(CCC(=O)N(CCO)Cc3ccccc3)C2=O)cc1OC
E = -60198.3736 eV
HOMO-LUMO gap = 0.26564 Ha

Geometry (Å):
1 C -1.611 2.653 6.522
2 H -1.765 3.652 6.100
3 O -0.385 2.100 6.105
4 C -0.175 1.899 4.787
5 C -1.082 2.182 3.775
6 C -0.771 1.936 2.451
7 C 0.466 1.400 2.095
8 C 1.388 1.119 3.121
9 C 1.089 1.350 4.445
10 O 1.913 1.097 5.493
11 C 3.171 0.523 5.231
12 H 3.644 0.399 6.203
13 H 3.790 1.176 4.608
14 H 3.073 -0.455 4.749
15 H 2.345 0.711 2.841
16 C 0.860 1.110 0.750
17 C 0.186 1.244 -0.414
18 C 0.800 0.842 -1.684
19 O 1.926 0.432 -1.831
20 N -0.099 1.009 -2.731
21 C -1.308 1.539 -2.427
22 S -2.517 1.831 -3.488
23 S -1.432 1.849 -0.699
24 C 0.235 0.572 -4.071
25 C -0.424 -0.766 -4.427
26 C 0.162 -1.892 -3.586
27 O 1.201 -2.423 -3.926
28 N -0.479 -2.260 -2.448
29 C -1.747 -1.774 -1.956
30 H -1.712 -1.806 -0.863
31 H -1.911 -0.738 -2.248
32 C -2.950 -2.604 -2.452
33 O -3.346 -2.275 -3.757
34 H -3.714 -1.383 -3.767
35 H -3.783 -2.472 -1.748
36 H -2.686 -3.663 -2.487
37 C 0.118 -3.340 -1.666
38 C 0.992 -2.801 -0.563
39 C 2.288 -2.391 -0.855
40 C 3.112 -1.914 0.146
41 C 2.648 -1.835 1.449
42 C 1.351 -2.216 1.745
43 C 0.527 -2.696 0.742
44 H -0.478 -3.014 0.985
45 H 0.980 -2.146 2.758
46 H 3.305 -1.487 2.235
47 H 4.120 -1.607 -0.090
48 H 2.643 -2.453 -1.872
49 H -0.683 -3.961 -1.256
50 H 0.725 -3.935 -2.352
51 H -1.506 -0.701 -4.360
52 H -0.160 -0.990 -5.462
53 H -0.089 1.342 -4.775
54 H 1.323 0.465 -4.099
55 H 1.855 0.698 0.623
56 H -1.503 2.169 1.695
57 H -2.047 2.600 4.013
58 H -2.455 2.010 6.253
59 H -1.545 2.726 7.606


Here is an isolated molecule of C12H26NO4P from the Open Molecules 2025 dataset. Energies are from wB97M-V/def2-TZVPD.

SMILES string = COCCC[C@]1(CCCCO)[C@@H](N)CO[C@H]1[PH2]=O
E = -31833.3031 eV
HOMO-LUMO gap = 0.37505 Ha

Geometry (Å):
1 C 1.212 -0.385 4.087
2 O 1.347 0.955 3.645
3 C 0.175 1.592 3.182
4 C -0.062 1.412 1.686
5 C -0.584 0.022 1.325
6 C -0.955 -0.198 -0.150
7 C 0.279 -0.708 -0.966
8 C 0.773 -0.016 -2.246
9 C 2.147 -0.555 -2.671
10 C 3.304 0.337 -2.253
11 O 3.439 0.443 -0.839
12 C -1.784 0.968 -0.773
13 N -1.181 2.234 -1.180
14 C -2.548 0.280 -1.915
15 O -2.530 -1.125 -1.619
16 C -2.106 -1.221 -0.268
17 P -1.864 -2.954 0.217
18 O -1.683 -3.151 1.674
19 H 1.776 -0.494 5.015
20 H 1.609 -1.088 3.351
21 H 0.165 -0.640 4.280
22 H -0.697 1.226 3.741
23 H 0.289 2.654 3.409
24 H 0.891 1.612 1.180
25 H -0.779 2.174 1.368
26 H 0.170 -0.718 1.591
27 H -1.455 -0.192 1.953
28 H 1.134 -0.753 -0.287
29 H 0.086 -1.739 -1.260
30 H 0.843 1.063 -2.107
31 H 0.059 -0.188 -3.054
32 H 2.185 -0.677 -3.756
33 H 2.309 -1.542 -2.224
34 H 4.247 -0.079 -2.609
35 H 3.191 1.334 -2.696
36 H 2.811 1.103 -0.503
37 H -2.527 1.209 -0.002
38 H -0.283 2.376 -0.740
39 H -1.028 2.258 -2.180
40 H -2.069 0.434 -2.884
41 H -3.582 0.628 -1.977
42 H -2.915 -0.888 0.404
43 H -0.819 -3.437 -0.589
44 H -2.992 -3.565 -0.359


Here is a structure of composition C7H10 at a distorted geometry from the Open Molecules 2025 dataset. Energies are from wB97M-V/def2-TZVPD.

E = -7415.8119 eV
HOMO-LUMO gap (spin up / spin down) = 0.29770 / 0.27139 Ha

Geometry (Å):
1 C 0.650 0.933 -0.606
2 C 1.850 -0.728 0.468
3 C 0.525 -0.340 0.172
4 C -0.643 -0.012 1.311
5 C -1.542 0.736 0.427
6 C -1.198 0.383 -0.879
7 C -0.438 -0.950 -0.866
8 H 1.141 0.852 -1.577
9 H 0.815 1.878 -0.088
10 H 2.452 -0.057 1.079
11 H 2.269 -1.697 0.211
12 H -0.977 -1.015 1.588
13 H -0.305 0.518 2.208
14 H -1.953 1.713 0.672
15 H -1.684 0.780 -1.765
16 H -1.025 -1.817 -0.540
17 H 0.061 -1.177 -1.815


Here is an isolated molecule of C14H26FN3O at a distorted geometry from the Open Molecules 2025 dataset. Energies are from wB97M-V/def2-TZVPD.

SMILES string = NCCC[C@@H](CNF)OCCCCCn1cccc1
E = -24167.5219 eV
HOMO-LUMO gap = 0.31587 Ha

Geometry (Å):
1 N 5.304 2.061 1.435
2 C 5.651 0.993 0.424
3 C 4.641 -0.282 0.494
4 C 3.501 -0.078 -0.615
5 C 2.370 -1.250 -0.607
6 C 2.118 -1.841 0.860
7 N 1.017 -2.851 0.941
8 F 0.227 -2.546 2.048
9 O 1.167 -0.876 -1.323
10 C 0.271 -0.080 -0.505
11 C -0.640 0.945 -1.324
12 C -1.883 0.288 -2.097
13 C -2.637 -0.883 -1.306
14 C -3.039 -0.535 0.203
15 N -4.318 0.220 0.355
16 C -4.422 0.847 1.672
17 C -5.779 1.624 1.687
18 C -6.370 1.343 0.276
19 C -5.430 0.427 -0.545
20 H 4.326 1.860 1.715
21 H 5.237 2.940 0.893
22 H 5.485 1.458 -0.610
23 H 6.745 0.669 0.469
24 H 5.214 -1.265 0.292
25 H 4.243 -0.282 1.579
26 H 4.028 -0.032 -1.643
27 H 3.049 0.961 -0.446
28 H 2.843 -2.109 -1.221
29 H 1.912 -1.017 1.646
30 H 3.067 -2.377 1.248
31 H 0.370 -2.788 0.141
32 H 0.947 0.566 0.181
33 H -0.324 -0.755 0.198
34 H 0.003 1.480 -2.102
35 H -1.051 1.759 -0.617
36 H -1.489 -0.151 -3.089
37 H -2.581 1.153 -2.410
38 H -3.617 -1.086 -1.888
39 H -2.036 -1.853 -1.375
40 H -3.154 -1.515 0.808
41 H -2.235 0.075 0.765
42 H -3.653 0.775 2.522
43 H -6.176 2.259 2.549
44 H -7.370 1.749 -0.086
45 H -5.531 0.002 -1.590


Here is a structure of composition C2FIO7S2 at a distorted geometry from the Open Molecules 2025 dataset. Energies are from wB97M-V/def2-TZVPD.

E = -48888.8664 eV
HOMO-LUMO gap = 0.31325 Ha

Geometry (Å):
1 C -1.854 -0.524 -0.124
2 C 1.096 0.294 0.992
3 O -2.895 -0.906 -0.429
4 O -0.359 2.550 1.265
5 O 0.125 1.548 -0.850
6 O 1.112 -2.350 0.364
7 O 1.591 -0.868 -1.412
8 O -1.640 0.566 0.605
9 O -0.705 -1.129 -0.577
10 F 0.771 -0.138 2.311
11 S -0.180 1.414 0.522
12 S 0.828 -1.025 -0.122
13 I 2.108 0.570 -2.545


Here is a structure of composition C30H50AsLaN3P2S4 from the Open Molecules 2025 dataset. Energies are from wB97M-V/def2-TZVPD.

total charge = -1
E = -160015.8604 eV
HOMO-LUMO gap = 0.23888 Ha

Geometry (Å):
1 La 0.806 -0.704 -1.019
2 C 5.029 -1.637 -0.098
3 C 4.330 -2.926 -0.523
4 C 5.218 -4.127 -0.193
5 P 2.579 -2.923 0.082
6 C 2.043 -4.685 0.077
7 C 2.248 -5.308 -1.303
8 C 0.574 -4.742 0.486
9 C 2.632 -2.467 1.846
10 C 3.549 -3.063 2.709
11 C 3.723 -2.642 4.014
12 C 2.966 -1.568 4.463
13 C 2.027 -0.982 3.644
14 C 1.785 -1.438 2.331
15 N 0.798 -0.848 1.543
16 C -0.319 -0.406 2.242
17 C -0.879 -1.177 3.284
18 C -1.967 -0.747 4.005
19 C -2.568 0.477 3.726
20 C -2.071 1.228 2.681
21 C -0.985 0.803 1.918
22 P -0.360 1.692 0.466
23 C 0.863 2.928 1.117
24 C 2.262 2.313 1.080
25 C 0.546 3.457 2.510
26 C -1.651 2.724 -0.400
27 C -2.358 0.657 -1.827
28 C -2.139 3.995 0.301
29 H 6.003 -1.581 -0.589
30 H 5.190 -1.620 0.983
31 H 4.466 -0.749 -0.392
32 H 4.179 -2.886 -1.612
33 H 5.633 -4.039 0.812
34 H 6.060 -4.152 -0.886
35 H 4.708 -5.088 -0.268
36 H 2.644 -5.221 0.823
37 H 1.746 -4.722 -2.074
38 H 1.835 -6.319 -1.311
39 H 3.300 -5.372 -1.581
40 H -0.049 -4.270 -0.279
41 H 0.393 -4.240 1.439
42 H 0.254 -5.782 0.580
43 H 4.148 -3.883 2.335
44 H 4.449 -3.125 4.654
45 H 3.109 -1.179 5.465
46 H 1.450 -0.149 4.024
47 H -0.430 -2.132 3.515
48 H -2.360 -1.378 4.793
49 H -3.417 0.824 4.300
50 H -2.541 2.170 2.438
51 H 0.831 3.748 0.388
52 H 2.314 1.429 1.718
53 H 3.000 3.033 1.440
54 H 2.546 2.021 0.066
55 H 0.593 2.646 3.237
56 H -0.448 3.897 2.582
57 H 1.277 4.213 2.804
58 H -1.009 3.066 -1.228
59 H -2.295 -0.145 -1.073
60 H -1.046 -0.062 -3.241
61 H -3.195 0.384 -2.478
62 H -2.763 3.791 1.170
63 H -2.719 4.607 -0.390
64 H -1.299 4.603 0.638
65 S -0.018 -2.488 -2.844
66 As 1.567 -1.426 -4.129
67 S 2.743 -0.042 -2.701
68 S 0.498 -0.133 -5.427
69 S 2.927 -2.930 -4.676
70 C -3.050 2.493 -4.548
71 C -2.768 3.278 -3.266
72 N -3.478 2.839 -2.079
73 C -4.664 3.607 -1.756
74 C -5.928 3.150 -2.480
75 C -2.819 1.954 -1.105
76 C -3.843 1.457 -0.076
77 N -1.082 0.671 -2.529
78 H -2.587 2.987 -5.404
79 H -4.122 2.429 -4.732
80 H -2.653 1.481 -4.512
81 H -3.026 4.331 -3.439
82 H -1.687 3.295 -3.081
83 H -4.481 4.666 -2.000
84 H -4.843 3.595 -0.684
85 H -5.827 3.263 -3.559
86 H -6.793 3.736 -2.164
87 H -6.130 2.099 -2.276
88 H -4.200 2.234 0.593
89 H -3.395 0.686 0.544
90 H -4.702 1.026 -0.588
91 H -0.877 1.516 -3.045